1.
{
  "formula": "C26H28BrClMgN2O5",
  "method": "ωB97M-V with the def2-TZVPD basis set",
  "homo_energy_ha": -0.33246,
  "e_above_lowest_ev": 0.264,
  "fmax_ev_per_a": 3.18,
  "gap_ev": 8.61,
  "multiplicity": 1,
  "e_lumo_ha": -0.016,
  "species": ["C", "C", "H", "C", "H", "H", "H", "C", "N", "H", "O", "H", "C", "H", "C", "H", "C", "H", "C", "H", "Mg", "O", "C", "H", "C", "H", "H", "Br", "C", "C", "C", "C", "C", "O", "H", "N", "C", "C", "H", "C", "H", "H", "H", "H", "H", "C", "O", "H", "O", "C", "H", "C", "H", "H", "Cl", "H", "C", "C", "C", "C", "H", "H", "H", "C"],
  "coordinates": [[-1.016, 2.895, -1.889], [-1.307, 2.631, 4.073], [3.051, 1.992, 1.386], [-0.263, -3.775, 2.138], [3.069, 0.200, 5.977], [0.571, 3.800, -4.717], [1.493, -2.550, 3.170], [-1.080, 1.282, 3.554], [-1.420, -0.033, 0.440], [-1.494, 3.260, 3.217], [-0.073, -4.476, 3.114], [-1.672, 5.409, -3.403], [-0.324, 1.188, -5.014], [-1.379, 0.901, -5.011], [2.973, -0.083, 4.948], [1.851, -1.892, 5.458], [2.166, -1.194, 4.708], [0.560, 4.637, -3.203], [-0.312, -5.512, -1.707], [4.123, 1.537, 4.019], [-0.840, -0.676, 2.384], [0.006, 1.152, 2.910], [0.208, -3.590, -0.379], [-0.250, 2.097, -5.635], [2.380, -0.834, 2.335], [-3.683, -1.007, -1.911], [-0.451, 1.745, 0.575], [0.531, -3.206, -3.205], [-2.933, -0.382, -1.407], [-1.233, 4.937, -4.265], [-1.559, 1.583, -1.309], [-2.503, 0.801, -1.964], [3.654, 1.103, 1.434], [-0.709, -2.566, 2.085], [4.657, 1.396, 1.630], [-0.495, 2.774, -3.132], [-0.670, -6.241, -0.619], [-0.143, -4.375, 0.780], [-2.029, 4.340, -4.768], [1.974, -1.636, 3.422], [1.197, 1.670, -3.610], [-0.535, 3.031, 4.719], [-3.036, 1.200, -2.895], [0.179, 0.323, -5.447], [-0.905, -6.180, 1.555], [3.571, 0.593, 3.887], [-1.183, 3.943, -1.295], [2.043, -1.058, 1.291], [-1.893, 0.340, 3.733], [0.130, 1.494, -3.568], [-0.886, 5.628, -5.026], [-0.066, 4.016, -3.846], [3.542, 0.607, 0.484], [-1.037, -7.301, -0.843], [-2.798, 2.772, 5.064], [-0.465, -5.936, -2.701], [0.068, -4.182, -1.632], [3.168, 0.261, 2.566], [-0.614, -5.660, 0.602], [-2.331, -0.777, -0.212], [-2.639, -1.761, 0.171], [-0.159, 0.744, -2.871], [0.361, -2.561, -0.279], [-1.138, 1.162, -0.066]]
}

=====

2.
{
  "formula": "C5H9N",
  "method": "ωB97M-V with the def2-TZVPD basis set",
  "homo_energy_ha": -0.32280,
  "smiles": "C=C(C)C.C#N",
  "e_above_lowest_ev": 2.359,
  "fmax_ev_per_a": 4.65,
  "gap_ev": 9.73,
  "multiplicity": 1,
  "e_lumo_ha": 0.035,
  "species": ["H", "H", "H", "C", "C", "C", "H", "H", "H", "H", "C", "H", "N", "C", "H"],
  "coordinates": [[0.016, -1.623, -2.352], [1.589, 0.590, 0.095], [-0.765, -2.646, -1.072], [1.041, 2.382, 2.294], [1.134, -0.169, -0.599], [-0.610, -1.656, -1.533], [-1.817, 0.202, -0.227], [-1.289, -0.517, 1.206], [-1.627, -1.395, -1.936], [0.485, 2.333, 3.262], [-0.977, 0.140, 0.431], [-0.628, 1.052, 0.933], [1.775, 2.431, 1.393], [-0.136, -0.638, -0.560], [1.808, -0.485, -1.334]]
}

=====

What is the formula in the first record?
C26H28BrClMgN2O5

=====

Look up the multiplicity of the second one.
1

=====

Please write out number 1 again, unchanged.
{
  "formula": "C26H28BrClMgN2O5",
  "method": "ωB97M-V with the def2-TZVPD basis set",
  "homo_energy_ha": -0.33246,
  "e_above_lowest_ev": 0.264,
  "fmax_ev_per_a": 3.18,
  "gap_ev": 8.61,
  "multiplicity": 1,
  "e_lumo_ha": -0.016,
  "species": ["C", "C", "H", "C", "H", "H", "H", "C", "N", "H", "O", "H", "C", "H", "C", "H", "C", "H", "C", "H", "Mg", "O", "C", "H", "C", "H", "H", "Br", "C", "C", "C", "C", "C", "O", "H", "N", "C", "C", "H", "C", "H", "H", "H", "H", "H", "C", "O", "H", "O", "C", "H", "C", "H", "H", "Cl", "H", "C", "C", "C", "C", "H", "H", "H", "C"],
  "coordinates": [[-1.016, 2.895, -1.889], [-1.307, 2.631, 4.073], [3.051, 1.992, 1.386], [-0.263, -3.775, 2.138], [3.069, 0.200, 5.977], [0.571, 3.800, -4.717], [1.493, -2.550, 3.170], [-1.080, 1.282, 3.554], [-1.420, -0.033, 0.440], [-1.494, 3.260, 3.217], [-0.073, -4.476, 3.114], [-1.672, 5.409, -3.403], [-0.324, 1.188, -5.014], [-1.379, 0.901, -5.011], [2.973, -0.083, 4.948], [1.851, -1.892, 5.458], [2.166, -1.194, 4.708], [0.560, 4.637, -3.203], [-0.312, -5.512, -1.707], [4.123, 1.537, 4.019], [-0.840, -0.676, 2.384], [0.006, 1.152, 2.910], [0.208, -3.590, -0.379], [-0.250, 2.097, -5.635], [2.380, -0.834, 2.335], [-3.683, -1.007, -1.911], [-0.451, 1.745, 0.575], [0.531, -3.206, -3.205], [-2.933, -0.382, -1.407], [-1.233, 4.937, -4.265], [-1.559, 1.583, -1.309], [-2.503, 0.801, -1.964], [3.654, 1.103, 1.434], [-0.709, -2.566, 2.085], [4.657, 1.396, 1.630], [-0.495, 2.774, -3.132], [-0.670, -6.241, -0.619], [-0.143, -4.375, 0.780], [-2.029, 4.340, -4.768], [1.974, -1.636, 3.422], [1.197, 1.670, -3.610], [-0.535, 3.031, 4.719], [-3.036, 1.200, -2.895], [0.179, 0.323, -5.447], [-0.905, -6.180, 1.555], [3.571, 0.593, 3.887], [-1.183, 3.943, -1.295], [2.043, -1.058, 1.291], [-1.893, 0.340, 3.733], [0.130, 1.494, -3.568], [-0.886, 5.628, -5.026], [-0.066, 4.016, -3.846], [3.542, 0.607, 0.484], [-1.037, -7.301, -0.843], [-2.798, 2.772, 5.064], [-0.465, -5.936, -2.701], [0.068, -4.182, -1.632], [3.168, 0.261, 2.566], [-0.614, -5.660, 0.602], [-2.331, -0.777, -0.212], [-2.639, -1.761, 0.171], [-0.159, 0.744, -2.871], [0.361, -2.561, -0.279], [-1.138, 1.162, -0.066]]
}

=====

What is the formula in the second record?
C5H9N